Entry 1:
The following is a quantum chemistry calculation of a 10-piece molecular cluster, C80H174N10O10 overall, from the OMol25 dataset.

Results
* energy above the lowest of the compared OMol25 structures with the same formula, charge and spin: 55.4 kcal/mol
* energy: -4451.977307 hartree
* LUMO: 0.55 eV
* SMILES: CC1(C)CCCC(C)(C)N1O.CC1(C)CCCC(C)(C)N1O.CC1(C)CCCC(C)(C)N1O.CC1(C)CCCC(C)(C)N1O.CC1(C)CCCC(C)(C)N1O.CC1(C)CCCC(C)(C)N1O.CC1(C)CCCC(C)(C)N1O.CC1(C)CCCC(C)(C)N1O.COC[C@H](C)N.COC[C@H](C)N
* HOMO-LUMO gap: 8.71 eV
* HOMO energy: -8.2 eV

ORCA input file:
```
! RIJCOSX wB97M-V def2-TZVPD def2/J DEFGRID3
* xyz 0 1
C 7.4515 -28.0565 3.7010
C 8.7952 -27.7839 4.3291
C 9.9739 -28.3867 3.5430
C 8.9480 -26.2518 4.3609
C 10.1672 -25.7979 5.1885
C 10.0715 -26.3944 6.6031
C 9.8814 -27.9355 6.6199
C 11.2299 -28.6602 6.3859
C 9.4167 -28.2961 8.0761
N 8.7554 -28.2225 5.7236
O 8.5285 -29.5941 5.6063
H 7.5125 -29.0620 3.1823
H 6.6345 -28.1502 4.4195
H 7.1994 -27.4360 2.8929
H 10.9604 -27.9746 3.8403
H 10.0764 -29.4353 3.4685
H 9.7920 -28.1217 2.5167
H 8.9533 -25.8396 3.3575
H 8.1022 -25.8128 4.8305
H 11.0910 -26.0646 4.6507
H 10.2500 -24.6897 5.3345
H 9.2089 -25.8773 6.9362
H 10.9338 -26.1778 7.2802
H 11.8552 -28.6503 7.2910
H 11.8787 -28.1818 5.6319
H 11.0384 -29.7136 6.1953
H 8.5004 -27.7285 8.3412
H 10.2018 -28.2483 8.8290
H 8.9919 -29.3025 7.9724
H 7.7143 -29.7415 6.0641
C 8.3483 -30.3606 14.0846
C 8.6366 -31.8312 13.6411
C 7.8701 -32.1206 12.3491
C 10.1820 -32.0359 13.5395
C 10.6693 -33.4928 13.3874
C 10.0758 -34.2711 14.4809
C 8.5518 -34.1611 14.6739
C 7.7547 -34.9491 13.6561
C 8.2977 -34.7536 16.0703
N 8.1992 -32.7174 14.7443
O 6.7349 -32.5438 14.8059
H 8.9518 -29.9644 14.9112
H 8.4247 -29.7271 13.1874
H 7.3147 -30.3347 14.3569
H 7.8720 -33.1530 12.1072
H 6.8815 -31.6412 12.4510
H 8.3584 -31.5456 11.5124
H 10.5031 -31.2812 12.7998
H 10.6307 -31.6226 14.4746
H 10.1684 -33.7858 12.4384
H 11.7067 -33.7310 13.2044
H 10.5295 -34.0447 15.4757
H 10.2137 -35.3519 14.3277
H 7.6761 -35.9844 14.0183
H 8.1336 -34.9776 12.6761
H 6.6974 -34.6591 13.6131
H 8.5914 -35.8205 16.1524
H 7.2076 -34.7458 16.3305
H 8.6983 -34.2289 16.9510
H 6.5390 -32.5088 15.7462
C 0.9958 -36.2295 8.8144
C 0.6057 -36.5070 7.3770
C -0.1543 -37.8905 7.3570
C -0.4003 -35.4428 6.8257
C 0.2954 -34.1181 6.5501
C 1.4055 -34.3224 5.5171
C 2.4794 -35.3816 6.0263
C 3.4494 -35.8004 4.8874
C 3.3420 -34.8057 7.1986
N 1.7150 -36.5938 6.4125
O 2.6336 -37.5819 6.9323
H 1.5540 -35.3352 9.1224
H 0.0714 -36.2516 9.4810
H 1.4939 -37.1025 9.1340
H 0.2574 -38.7991 7.7703
H -1.1233 -37.7652 7.8776
H -0.4252 -38.1232 6.2727
H -0.8053 -35.8446 5.9200
H -1.1969 -35.3914 7.5517
H -0.4824 -33.4158 6.1672
H 0.7505 -33.7047 7.4895
H 1.9039 -33.3804 5.3377
H 0.9639 -34.7896 4.6523
H 4.2138 -36.5436 5.1042
H 4.0337 -34.8846 4.6558
H 2.9392 -35.9454 3.9384
H 4.0337 -34.0333 6.7541
H 3.9802 -35.5189 7.6902
H 2.6956 -34.3111 7.8842
H 2.5677 -38.3311 6.3382
C 3.2182 -25.5951 3.2337
C 2.1039 -25.2334 4.1821
C 2.0732 -26.2614 5.3653
C 2.3054 -23.8286 4.8446
C 2.1365 -22.7509 3.7818
C 0.6626 -22.8450 3.3252
C 0.3580 -24.1936 2.6354
C -1.1434 -24.2339 2.5020
C 0.9599 -24.4049 1.2215
N 0.7696 -25.2382 3.5760
O 0.4714 -26.5064 3.0712
H 3.9569 -26.2589 3.6737
H 2.8375 -26.0791 2.3236
H 3.8688 -24.6971 2.8105
H 1.5616 -27.1717 5.0240
H 3.0681 -26.3050 5.7293
H 1.4043 -25.9341 6.1624
H 1.6732 -23.5915 5.6850
H 3.2775 -23.7585 5.2933
H 2.1990 -21.7851 4.1967
H 2.8437 -22.8613 3.0035
H 0.3872 -22.0550 2.5613
H 0.0167 -22.8590 4.1947
H -1.5968 -24.3108 3.4412
H -1.3821 -25.2074 2.0639
H -1.4986 -23.3801 1.9463
H 0.7145 -23.5658 0.5189
H 0.7506 -25.3904 0.9398
H 2.0530 -24.2523 1.3006
H 1.1130 -26.7084 2.3857
C 10.2660 -32.8011 5.3505
C 8.8505 -33.4602 5.2254
C 8.1962 -33.4140 6.5779
C 8.0048 -32.7518 4.0887
C 6.7874 -33.5635 3.7587
C 7.1930 -34.9236 3.2141
C 7.9563 -35.6729 4.3257
C 7.0577 -36.1205 5.5336
C 8.5634 -36.8382 3.5255
N 9.0986 -34.8399 4.7794
O 9.8101 -35.4923 5.7771
H 10.7901 -33.0625 6.2360
H 10.9147 -32.8967 4.4773
H 10.1113 -31.7039 5.5162
H 7.1740 -33.5835 6.4404
H 8.6310 -34.0522 7.3006
H 8.3783 -32.4120 7.0148
H 7.6830 -31.7547 4.4674
H 8.5750 -32.3777 3.2682
H 6.2559 -33.6381 4.6622
H 6.1600 -33.0475 3.0585
H 7.8433 -34.7686 2.3168
H 6.3467 -35.5495 2.9666
H 7.6737 -36.2765 6.3963
H 6.4792 -36.9464 5.2471
H 6.3767 -35.3013 5.8186
H 9.1390 -36.4649 2.6378
H 7.7028 -37.4526 3.2227
H 9.1776 -37.4791 4.1271
H 10.5486 -35.9458 5.2537
C 5.6077 -30.1146 9.4717
C 5.0014 -31.4169 8.9508
C 5.9216 -32.6291 9.2885
C 3.6207 -31.7270 9.4890
C 2.5291 -30.8248 8.8423
C 2.5069 -31.1773 7.3663
C 3.8352 -30.7620 6.7059
C 3.8794 -31.3649 5.2408
C 3.9434 -29.1757 6.4396
N 4.9573 -31.3518 7.4594
O 6.2048 -31.0111 6.8923
H 5.9138 -30.1200 10.4844
H 6.3969 -29.8095 8.8248
H 4.8310 -29.2500 9.4279
H 6.1077 -32.7444 10.3651
H 5.5011 -33.5213 8.8873
H 6.9197 -32.4948 8.9836
H 3.2905 -32.7973 9.3076
H 3.8056 -31.6766 10.5109
H 1.6030 -30.8826 9.3316
H 2.7673 -29.7516 8.9194
H 1.6842 -30.7293 6.8292
H 2.5048 -32.2528 7.2350
H 2.9817 -31.1641 4.7098
H 4.0700 -32.4321 5.3289
H 4.6675 -30.8754 4.6323
H 4.1486 -28.5449 7.3706
H 3.0013 -28.8149 6.0686
H 4.8383 -29.0484 5.7879
H 6.5475 -31.7293 6.3580
C -0.6235 -28.7237 9.8872
C -1.1514 -27.5798 9.0122
C -0.5074 -26.2753 9.6028
C -0.7431 -27.6901 7.5258
C -1.4358 -28.7970 6.8066
C -2.9462 -28.5519 6.9345
C -3.4262 -28.3739 8.3780
C -4.8849 -27.8689 8.3222
C -3.4641 -29.7703 9.0794
N -2.5979 -27.4037 9.0411
O -3.0975 -27.2321 10.3606
H 0.4266 -28.9949 9.7236
H -0.9616 -28.5776 10.9383
H -1.1033 -29.6636 9.5829
H 0.5827 -26.2581 9.4855
H -0.9500 -25.4225 9.0643
H -0.7229 -26.1962 10.6801
H -1.0023 -26.7449 7.0025
H 0.3289 -27.8469 7.4995
H -1.0896 -28.7682 5.7528
H -1.0383 -29.7547 7.2255
H -3.4950 -29.4048 6.5712
H -3.2471 -27.6120 6.3335
H -5.2362 -27.6647 9.3044
H -5.5459 -28.6587 7.8918
H -4.9470 -26.9311 7.8271
H -2.8432 -30.3770 8.5182
H -4.4335 -30.3050 9.0201
H -3.2985 -29.6999 10.1625
H -3.4195 -26.3041 10.3858
C 6.8197 -23.5645 6.9675
C 6.2750 -24.5527 7.9788
C 5.8254 -25.8756 7.3360
C 7.3492 -24.7750 9.0576
C 6.8623 -25.4835 10.2490
C 5.8442 -24.4998 10.9392
C 4.6381 -24.3305 9.9987
C 3.7549 -25.6011 9.8640
C 3.8357 -23.1511 10.6272
N 5.1459 -23.8414 8.6925
O 4.1226 -23.7421 7.7101
H 6.7947 -22.4996 7.2179
H 6.3045 -23.6336 5.9912
H 7.8131 -23.9112 6.7285
H 6.6271 -26.2521 6.7382
H 5.0070 -25.8308 6.6447
H 5.5999 -26.6097 8.0817
H 8.2132 -25.3306 8.6536
H 7.6608 -23.8019 9.4846
H 7.7669 -25.6285 10.8372
H 6.3659 -26.4331 10.0769
H 6.2480 -23.5329 11.1309
H 5.5105 -24.8068 11.9434
H 4.0411 -26.2310 9.0744
H 3.5178 -26.0181 10.8161
H 2.7999 -25.3293 9.5490
H 2.8502 -22.9646 10.2619
H 3.6050 -23.3190 11.6857
H 4.4435 -22.2102 10.7022
H 3.7157 -24.6482 7.6067
C 5.5542 -29.3774 1.1373
O 5.0774 -30.5354 0.4069
C 4.5007 -31.5257 1.2798
C 4.2503 -32.8618 0.4409
C 3.5695 -33.9078 1.2379
N 5.5404 -33.3405 -0.0725
H 4.7740 -28.7529 1.6363
H 6.1570 -28.7898 0.4243
H 6.1337 -29.8232 1.9410
H 5.2215 -31.6617 2.1568
H 3.5459 -31.1627 1.8008
H 3.5065 -32.5869 -0.3450
H 2.5300 -33.6059 1.5366
H 4.1466 -34.1275 2.0721
H 3.4228 -34.7822 0.6025
H 5.4979 -34.2214 -0.5417
H 5.9309 -32.6007 -0.6002
C -0.8395 -32.8001 3.1420
O -0.3544 -31.5044 3.0292
C 0.4992 -31.2568 1.9718
C 0.8411 -29.7464 2.0559
C 1.6798 -29.2329 0.9328
N 1.4569 -29.5393 3.4443
H -0.0774 -33.5479 3.4590
H -1.3323 -33.2037 2.1950
H -1.6080 -32.8240 3.9345
H 1.3758 -31.8809 1.9482
H -0.0627 -31.4176 1.0478
H -0.1128 -29.2495 1.9434
H 1.0945 -28.8996 0.0626
H 2.3824 -30.0230 0.5724
H 2.2261 -28.3008 1.2094
H 1.7825 -28.5732 3.5844
H 0.7270 -29.7645 4.1086
*
```


Entry 2:
The following is a quantum chemistry calculation of one molecule with the formula C20H34N4O3, from the OMol25 dataset.

Results
* energy above the lowest of the compared OMol25 structures with the same formula, charge and spin: 7.7 kcal/mol
* energy: -1227.243372 hartree
* LUMO: 0.51 eV
* SMILES: CCN(C[C@@H](C)NC(=O)c1ccn(C)c1)C(=O)COC[C@@H](C)N1CCCC1
* HOMO-LUMO gap: 8.89 eV
* HOMO energy: -8.4 eV

ORCA input file:
```
! RIJCOSX wB97M-V def2-TZVPD def2/J DEFGRID3
* xyz 0 1
C 3.1786 2.7403 -3.2970
C 2.7597 2.6085 -1.8377
N 2.9760 1.2688 -1.3058
C 4.2515 0.9863 -0.6656
C 4.2705 1.2789 0.8620
C 4.9234 2.6125 1.2074
N 2.9538 1.1612 1.4521
C 2.5582 -0.0239 2.0327
O 3.3503 -0.8887 2.3527
C 1.1057 -0.1793 2.2544
C 0.4956 -1.4233 2.5593
C -0.8507 -1.2021 2.6391
N -1.0872 0.1277 2.4093
C -2.3953 0.7460 2.4186
C 0.0967 0.7571 2.1732
C 2.0432 0.2687 -1.3661
O 2.2630 -0.8570 -0.9757
C 0.6588 0.6720 -1.8886
O -0.1596 -0.4525 -2.0009
C -1.3173 -0.3945 -1.1879
C -2.0253 -1.7425 -1.2161
C -1.0500 -2.8516 -0.8479
N -3.1544 -1.6894 -0.2853
C -3.8694 -2.9570 -0.1581
C -5.1433 -2.5846 0.5970
C -5.3950 -1.1114 0.2106
C -4.1986 -0.7412 -0.6712
H 3.0374 3.7627 -3.6504
H 4.2307 2.4793 -3.4173
H 2.5945 2.0727 -3.9313
H 3.3397 3.3015 -1.2264
H 1.7162 2.9020 -1.7145
H 4.4576 -0.0701 -0.8218
H 5.0302 1.5648 -1.1666
H 4.8559 0.4869 1.3270
H 5.9183 2.6747 0.7637
H 4.3379 3.4611 0.8426
H 5.0192 2.7162 2.2877
H 2.2218 1.6994 1.0168
H 1.0168 -2.3586 2.6688
H -1.6730 -1.8760 2.8129
H -2.3712 1.6498 1.8112
H -3.1104 0.0528 1.9778
H -2.7058 1.0074 3.4310
H 0.1204 1.8224 2.0027
H 0.2498 1.3862 -1.1601
H 0.7248 1.1909 -2.8495
H -1.0352 -0.1799 -0.1494
H -1.9774 0.4037 -1.5485
H -2.4025 -1.9186 -2.2406
H -0.1421 -2.7568 -1.4395
H -0.7728 -2.7681 0.2048
H -1.4800 -3.8366 -1.0278
H -4.1167 -3.3654 -1.1542
H -3.2676 -3.6973 0.3655
H -5.9741 -3.2371 0.3323
H -4.9836 -2.6772 1.6715
H -6.3356 -0.9724 -0.3205
H -5.4306 -0.4795 1.0987
H -3.8780 0.2901 -0.5220
H -4.4534 -0.8596 -1.7391
*
```


Entry 3:
The following is a quantum chemistry calculation of a 4-piece molecular cluster, C18H42F2N6O8P2 overall, from the OMol25 dataset.

Results
* energy above the lowest of the compared OMol25 structures with the same formula, charge and spin: 242.3 kcal/mol
* energy: -2523.670424 hartree
* LUMO: 0.41 eV
* SMILES: CN(C)P(=O)(N(C)C)N(C)C.CN(C)P(=O)(N(C)C)N(C)C.O=C1OC[C@@H](F)O1.O=C1OC[C@@H](F)O1
* HOMO-LUMO gap: 8.11 eV
* HOMO energy: -7.7 eV

ORCA input file:
```
! RIJCOSX wB97M-V def2-TZVPD def2/J DEFGRID3
* xyz 0 1
C 0.6495 2.4692 3.8904
N -0.4014 1.4189 3.9488
C -1.7089 1.7675 4.5690
P 0.1376 -0.1786 3.7727
O 1.1831 -0.3561 2.6898
N 0.5166 -0.6957 5.3528
C -0.4449 -0.9689 6.4478
C 1.8056 -1.4376 5.5535
N -1.2366 -1.1596 3.5370
C -1.1094 -2.6156 3.5269
C -2.1477 -0.6488 2.5458
H 0.4051 3.3495 3.2959
H 1.5459 2.1666 3.3491
H 0.8582 2.5841 4.9541
H -2.2113 0.8433 4.8543
H -2.4131 2.3102 3.9384
H -1.6272 2.3237 5.5028
H -1.1634 -1.7385 6.1658
H -0.0382 -1.2113 7.4296
H -1.0502 -0.0742 6.5936
H 2.5776 -0.8611 6.0631
H 1.7077 -2.4317 5.9899
H 2.1366 -1.6185 4.5308
H -0.1937 -2.8986 4.0461
H -2.0886 -3.0122 3.7952
H -0.8232 -2.8717 2.5068
H -2.3754 0.4165 2.5850
H -3.0532 -1.2553 2.5648
H -1.6287 -0.9216 1.6270
C 2.8740 1.2783 -4.6000
N 1.7149 0.7136 -3.8754
C 1.8548 -0.6518 -3.5967
P 0.7135 1.5597 -2.7079
O 1.0462 1.4001 -1.2499
N 0.6627 3.1802 -3.2276
C 0.4205 4.2039 -2.1849
C 0.2147 3.4664 -4.6434
N -0.8550 0.8676 -3.0199
C -1.8903 1.0187 -2.0247
C -1.3330 0.4349 -4.3648
H 2.7306 2.3511 -4.7285
H 3.0219 0.8294 -5.5822
H 3.7739 1.0750 -4.0194
H 1.1118 -1.0564 -2.9094
H 2.8422 -0.7895 -3.1560
H 1.7675 -1.2172 -4.5245
H 1.0411 5.0857 -2.3440
H -0.6260 4.5085 -2.1986
H 0.6142 3.8193 -1.1835
H 0.4226 2.5347 -5.1695
H -0.8616 3.6186 -4.5621
H 0.8171 4.2788 -5.0501
H -2.5207 1.8437 -2.3565
H -2.4270 0.0816 -1.8773
H -1.4637 1.2502 -1.0487
H -1.6285 -0.6124 -4.4288
H -0.4993 0.5631 -5.0551
H -2.1673 0.9976 -4.7836
O -2.4301 -1.1723 -1.4381
C -1.5710 -1.8901 -1.9052
O -0.6804 -1.5497 -2.8078
C 0.2558 -2.6487 -2.8976
C -0.5857 -3.8254 -2.5275
F 0.2417 -4.7151 -1.8794
O -1.4111 -3.1781 -1.5841
H 0.7092 -2.7715 -3.8812
H 1.1838 -2.6776 -2.3266
H -1.1815 -4.3144 -3.2982
O 0.4643 -3.3467 1.3385
C 0.6201 -2.2573 0.8323
O 1.6883 -1.9068 0.2227
C 1.3025 -0.7968 -0.6468
C 0.0596 -0.2567 -0.0770
F -0.8221 -0.1418 -1.0416
O -0.3456 -1.3183 0.7384
H 2.0776 -0.0416 -0.7767
H 1.0753 -1.2226 -1.6241
H 0.1694 0.7039 0.4263
*
```


Entry 4:
The following is a quantum chemistry calculation of C2H14Cd2O6 as an isolated structure, from the OMol25 dataset.

Results
* energy above the lowest of the compared OMol25 structures with the same formula, charge and spin: 0.0 kcal/mol
* energy: -870.843715 hartree
* LUMO: -8.71 eV
* HOMO-LUMO gap: 8.33 eV
* HOMO energy: -17.0 eV

ORCA input file:
```
! RIJCOSX wB97M-V def2-TZVPD def2/J DEFGRID3
* xyz 2 1
Cd -2.0587 -2.1836 -0.6105
Cd -1.5587 0.7164 0.3810
O -3.0869 -0.4004 -0.1945
H -3.5414 0.4561 -0.3145
O -0.4943 -0.9383 -0.1407
H 0.4664 -1.0621 -0.0133
O -0.5652 -3.4803 -1.5398
H 0.0488 -3.9055 -0.9411
H -0.3762 -3.8694 -2.3937
O -1.5925 -0.5690 2.5349
H -1.3847 -1.5033 2.5457
H -1.0138 -0.1867 3.1946
O -1.1050 1.5698 -1.3593
H -0.8596 2.4881 -1.4718
H -1.5597 1.3418 -2.1702
C 2.3039 1.4118 -0.6175
C 2.1278 0.8640 0.7629
O 1.0698 1.5154 1.4717
H 2.6706 2.4381 -0.6021
H 1.4075 1.5930 -1.2106
H 2.7996 0.6567 -1.2275
H 3.0940 0.9130 1.2651
H 1.9222 -0.2062 0.7392
H 1.2861 2.3405 1.9121
*
```


Entry 5:
The following is a quantum chemistry calculation of C15H28N6O4OsSe3 as an isolated structure, from the OMol25 dataset.

Results
* energy above the lowest of the compared OMol25 structures with the same formula, charge and spin: 47.6 kcal/mol
* energy: -8512.054141 hartree
* LUMO: -6.97 eV
* HOMO-LUMO gap: 6.34 eV
* HOMO energy: -13.3 eV

ORCA input file:
```
! RIJCOSX wB97M-V def2-TZVPD def2/J DEFGRID3
* xyz 2 1
Os -0.2801 0.9717 -1.1742
C -6.1920 -5.2204 -0.6603
Se -5.7590 -3.4237 -1.2515
C -6.3114 -2.4202 0.3409
C -5.1247 -2.4271 1.2960
Se -3.5203 -1.4447 0.7349
C -3.6270 -0.0915 2.1373
H -7.1693 -5.2154 -0.1825
H -5.4056 -5.5157 0.0307
H -6.1822 -5.8478 -1.5479
H -7.1767 -2.9535 0.7374
H -6.6080 -1.4230 0.0213
H -4.8505 -3.4449 1.5730
H -5.4613 -1.9359 2.2094
H -3.5931 -0.5820 3.1060
H -4.5357 0.4925 2.0226
H -2.7549 0.5437 2.0234
C 4.3785 -1.1670 0.0550
C 4.6153 -0.0555 1.0669
N 5.3076 1.1006 0.5070
C 6.7371 0.9588 0.1960
C 7.0157 0.9432 -1.2975
C 4.7649 2.3180 0.3374
O 5.3845 3.3125 0.0041
C 3.2803 2.4965 0.5599
C 2.8340 3.4463 1.4712
C 1.4765 3.6963 1.5733
C 0.6025 3.0124 0.7507
N 1.0340 2.1186 -0.1543
C 2.3520 1.8636 -0.2418
H 3.7581 -1.9495 0.4913
H 5.3182 -1.6224 -0.2555
H 3.8778 -0.7953 -0.8400
H 5.2291 -0.4312 1.8891
H 3.6782 0.2742 1.5156
H 7.0667 0.0306 0.6623
H 7.2674 1.7827 0.6747
H 6.4546 0.1516 -1.7951
H 8.0757 0.7656 -1.4739
H 6.7543 1.8997 -1.7462
H 3.5508 3.9799 2.0809
H 1.0878 4.4191 2.2756
H -0.4675 3.1624 0.7991
H 2.6456 1.1389 -0.9908
O 0.3665 -1.5594 1.4464
N 0.1374 -0.8016 0.5798
O 0.7020 -0.7817 -0.5781
O -0.7357 0.1629 0.6568
N -0.1562 2.1810 -3.0347
N -1.1176 2.6816 -2.0753
H 0.7158 2.6892 -2.8996
H -0.4874 2.3443 -3.9832
H -2.0705 2.5177 -2.3959
H -1.0248 3.6789 -1.8768
Se -7.4595 -3.0236 -2.8641
C -8.7953 -3.3764 -1.6418
N -9.6025 -3.6256 -0.8651
*
```


energy above the lowest of the compared OMol25 structures with the same formula, charge and spin of number 3 (C18H42F2N6O8P2)?
242.3 kcal/mol